The following is a quantum chemistry calculation of a cluster of 13 separate species, C53H122BF7N6O13 in total in a non-equilibrium geometry, from the OMol25 dataset.

**LUMO energy**: 1.54 eV
**Gap between HOMO and LUMO**: 2.1 eV
**Total charge**: -2

Each line ends with the Mulliken charge.
Element x y z (Å)
1 C -5.42 -2.50 7.97  -0.75
2 O -5.36 -2.06 6.60  -0.30
3 C -4.46 -0.92 6.38  -0.50
4 C -4.17 -0.74 4.83  -0.87
5 N -5.35 -1.05 3.83  -0.28
6 H -4.88 -0.97 2.94  0.44
7 H -5.49 -2.05 3.90  0.42
8 C -6.71 -0.29 3.94  -0.78
9 C -6.57 1.27 3.65  -0.59
10 O -5.83 1.48 2.44  -0.24
11 C -5.92 2.84 2.07  -0.78
12 H -6.04 -3.40 7.87  0.24
13 H -5.81 -1.76 8.66  0.29
14 H -4.42 -2.78 8.30  0.32
15 H -3.55 -0.91 6.97  0.51
16 H -4.97 0.00 6.68  0.29
17 H -3.36 -1.38 4.49  0.54
18 H -4.00 0.30 4.58  0.35
19 H -7.13 -0.60 4.90  0.38
20 H -7.45 -0.67 3.24  0.44
21 H -6.03 1.73 4.48  0.38
22 H -7.56 1.73 3.65  0.47
23 H -5.55 2.87 1.05  0.26
24 H -5.26 3.46 2.68  0.30
25 H -6.95 3.18 2.18  0.33
26 C -0.67 -9.64 0.45  -0.17
27 O -1.78 -8.98 1.01  -0.29
28 O -0.55 -9.00 -0.76  -0.83
29 C 0.50 -9.66 1.52  0.95
30 F 0.19 -9.23 2.79  -0.28
31 F 0.95 -10.88 1.74  -0.33
32 F 1.59 -8.98 1.14  -0.27
33 C -2.53 -9.63 2.12  -0.39
34 C -2.66 -8.67 3.25  -1.10
35 H -2.90 -9.13 4.21  0.34
36 H -1.80 -8.05 3.53  0.30
37 H -3.57 -8.07 3.17  0.34
38 H -2.16 -10.57 2.54  0.28
39 H -3.54 -9.81 1.77  0.35
40 H -1.07 -10.64 0.26  0.13
41 C -0.68 1.26 -0.67  -1.85
42 C -0.36 -0.02 -1.66  1.63
43 C 0.95 0.25 -2.53  -1.29
44 C 2.15 -0.06 -1.66  -0.27
45 C 2.21 -1.40 -1.14  -1.33
46 C 0.95 -1.72 -0.22  1.76
47 N -0.32 -1.37 -1.02  0.09
48 O -1.54 -1.78 -0.30  -0.78
49 C 1.13 -0.93 1.14  -1.51
50 C 1.00 -3.22 0.06  -1.89
51 C -1.45 0.01 -2.74  -1.86
52 H -1.03 2.12 -1.25  0.44
53 H 0.19 1.61 -0.11  0.35
54 H -1.50 1.11 0.03  0.38
55 H 0.98 1.23 -2.99  0.40
56 H 1.06 -0.38 -3.41  0.46
57 H 2.21 0.69 -0.88  0.09
58 H 2.92 0.02 -2.42  0.36
59 H 3.16 -1.51 -0.62  0.22
60 H 2.27 -2.11 -1.96  0.45
61 H 0.27 -0.26 1.17  0.25
62 H 2.08 -0.40 1.11  0.28
63 H 1.22 -1.50 2.06  0.33
64 H 0.79 -3.88 -0.78  0.46
65 H 0.23 -3.53 0.76  0.40
66 H 1.88 -3.46 0.67  0.38
67 H -1.38 -0.79 -3.48  0.44
68 H -1.46 0.90 -3.37  0.37
69 H -2.41 0.00 -2.21  0.36
70 B 0.17 -5.91 -6.06  0.60
71 F 1.33 -6.65 -5.79  -0.42
72 F -0.24 -5.22 -4.98  -0.34
73 F 0.35 -5.07 -7.14  -0.43
74 F -0.80 -6.89 -6.30  -0.42
75 C -0.62 8.81 -1.84  -1.20
76 C -0.59 10.17 -1.19  -0.60
77 C 0.77 11.00 -1.35  -0.52
78 C 0.72 12.41 -0.55  -0.63
79 C 1.93 13.29 -0.64  -0.49
80 C 2.90 13.22 -1.87  -1.14
81 H 0.20 8.19 -1.48  0.29
82 H -0.36 8.97 -2.88  0.30
83 H -1.64 8.42 -1.77  0.36
84 H -1.50 10.69 -1.51  0.37
85 H -0.84 10.01 -0.14  0.36
86 H 0.86 11.00 -2.44  0.43
87 H 1.55 10.36 -0.94  0.33
88 H -0.21 12.96 -0.69  0.41
89 H 0.65 12.14 0.50  0.23
90 H 1.66 14.34 -0.53  0.30
91 H 2.54 13.08 0.24  0.28
92 H 2.45 13.66 -2.76  0.30
93 H 3.92 13.61 -1.74  0.36
94 H 3.04 12.18 -2.18  0.28
95 C 4.71 5.58 -0.24  -1.21
96 C 5.21 6.19 -1.62  -0.48
97 C 4.57 5.50 -2.78  -0.38
98 C 5.03 6.09 -4.15  -0.78
99 C 4.51 5.37 -5.45  -0.40
100 C 3.01 5.43 -5.76  -1.18
101 H 5.41 5.78 0.57  0.39
102 H 4.78 4.49 -0.18  0.33
103 H 3.68 5.84 -0.01  0.27
104 H 4.99 7.26 -1.57  0.30
105 H 6.30 6.19 -1.60  0.33
106 H 3.48 5.56 -2.76  0.24
107 H 4.97 4.49 -2.85  0.28
108 H 4.63 7.09 -4.26  0.33
109 H 6.12 6.12 -4.22  0.38
110 H 5.09 5.79 -6.27  0.33
111 H 4.69 4.30 -5.34  0.27
112 H 2.62 4.47 -6.11  0.29
113 H 2.32 5.62 -4.94  0.31
114 H 2.67 6.27 -6.37  0.35
115 C 0.91 -6.03 7.10  -1.12
116 C 1.48 -6.98 8.23  -0.46
117 C 0.47 -7.35 9.34  -0.75
118 C -0.67 -8.35 8.93  -0.55
119 C -1.58 -8.72 10.15  -0.45
120 C -2.69 -9.75 9.75  -1.20
121 H 0.36 -6.56 6.32  0.29
122 H 1.67 -5.37 6.67  0.38
123 H 0.30 -5.23 7.52  0.29
124 H 1.89 -7.91 7.83  0.31
125 H 2.31 -6.43 8.68  0.29
126 H -0.10 -6.45 9.57  0.26
127 H 0.98 -7.67 10.24  0.42
128 H -1.16 -7.87 8.08  0.33
129 H -0.08 -9.19 8.55  0.33
130 H -0.87 -9.19 10.83  0.27
131 H -2.02 -7.88 10.69  0.37
132 H -3.45 -9.28 9.13  0.31
133 H -2.27 -10.63 9.27  0.31
134 H -3.13 -10.20 10.64  0.38
135 C 6.87 2.80 6.05  -1.08
136 C 6.19 1.47 5.57  -0.55
137 C 5.03 0.96 6.54  -0.64
138 C 3.69 1.89 6.60  -0.72
139 C 2.39 1.11 7.08  -0.42
140 C 2.34 1.01 8.59  -1.18
141 H 7.37 2.57 6.98  0.29
142 H 6.06 3.53 6.14  0.27
143 H 7.57 3.23 5.34  0.37
144 H 5.80 1.69 4.58  0.32
145 H 6.91 0.66 5.43  0.32
146 H 5.48 1.03 7.53  0.24
147 H 4.89 -0.11 6.43  0.45
148 H 3.95 2.66 7.33  0.32
149 H 3.62 2.40 5.64  0.42
150 H 1.52 1.60 6.64  0.29
151 H 2.45 0.15 6.56  0.32
152 H 2.33 2.03 8.98  0.30
153 H 1.46 0.49 8.96  0.36
154 H 3.14 0.46 9.08  0.30
155 C -3.78 3.32 -9.37  -1.20
156 C -3.58 3.35 -10.88  -0.40
157 C -4.83 3.68 -11.63  -0.69
158 C -6.01 2.68 -11.32  -0.54
159 C -7.20 3.07 -12.18  -0.48
160 C -8.35 2.08 -11.83  -1.19
161 H -4.20 4.25 -8.98  0.30
162 H -2.82 3.24 -8.87  0.37
163 H -4.32 2.46 -8.97  0.30
164 H -2.86 4.14 -11.10  0.29
165 H -3.14 2.43 -11.27  0.32
166 H -4.63 3.67 -12.71  0.34
167 H -5.10 4.67 -11.27  0.28
168 H -5.65 1.65 -11.42  0.35
169 H -6.37 2.82 -10.30  0.29
170 H -7.42 4.13 -12.06  0.39
171 H -6.98 2.87 -13.23  0.28
172 H -9.28 2.50 -12.24  0.35
173 H -8.03 1.16 -12.32  0.31
174 H -8.54 1.92 -10.77  0.33
175 C 7.72 -3.91 2.26  -0.66
176 N 7.61 -5.39 2.06  0.81
177 O 6.55 -6.00 2.11  -0.47
178 O 8.74 -5.95 1.94  -0.51
179 H 8.74 -3.63 2.00  0.30
180 H 7.44 -3.76 3.30  0.26
181 H 6.97 -3.38 1.67  0.27
182 C 6.12 -6.69 -2.80  -0.69
183 N 6.01 -8.14 -2.77  0.87
184 O 6.94 -8.75 -2.31  -0.56
185 O 5.07 -8.66 -3.37  -0.48
186 H 6.36 -6.39 -3.82  0.26
187 H 6.94 -6.46 -2.13  0.30
188 H 5.19 -6.25 -2.45  0.30
189 C 3.21 0.32 -8.62  -0.80
190 N 4.54 0.30 -8.10  0.93
191 O 4.87 -0.28 -7.14  -0.52
192 O 5.35 0.96 -8.73  -0.56
193 H 2.43 0.44 -7.87  0.28
194 H 2.96 -0.70 -8.91  0.34
195 H 3.11 0.88 -9.55  0.34
196 C -7.95 0.34 -3.38  -0.67
197 N -7.90 -1.15 -3.55  0.88
198 O -8.78 -1.65 -4.22  -0.54
199 O -6.93 -1.70 -3.14  -0.49
200 H -7.97 0.51 -2.30  0.23
201 H -8.88 0.61 -3.88  0.32
202 H -7.11 0.89 -3.80  0.27